Record 1
C43H49N7O3S2SeZr as an isolated structure. Source: OMol25; level of theory: the ωB97M-V functional and the def2-TZVPD basis.

Computed properties:
Gap between HOMO and LUMO in eV: 7.4303
LUMO energy in eV: -0.817
E_tot in a.u.: -5522.06108
Total charge: 0
Relative energy (zero: lowest compared OMol25 entry of this formula, charge and spin) in kcal/mol: 10.9

Atoms and positions in Å:
Zr -0.40 0.86 0.61
C -0.29 2.21 -5.06
C 0.12 1.15 -4.03
C 0.28 -0.21 -4.74
C 1.40 1.55 -3.31
C 2.57 1.60 -4.06
C 3.77 1.98 -3.49
C 3.81 2.31 -2.15
C 2.66 2.30 -1.37
C 2.71 2.81 0.06
C 4.08 2.68 0.71
C 2.22 4.26 0.11
C 1.45 1.92 -1.95
N 0.22 1.97 -1.19
C -0.65 2.89 -1.72
O -0.37 3.84 -2.42
C -2.08 2.64 -1.34
C -3.11 3.46 -1.75
C -4.38 3.22 -1.23
C -4.55 2.22 -0.28
C -3.45 1.46 0.07
N -2.26 1.63 -0.50
C -3.48 0.46 1.18
O -4.54 0.19 1.72
N -2.25 -0.04 1.48
C -2.31 -1.25 2.26
C -2.78 -2.42 1.62
C -2.66 -3.64 2.28
C -2.10 -3.72 3.55
C -1.78 -2.55 4.21
C -1.93 -1.29 3.61
C -1.81 -0.12 4.58
C -0.36 0.22 4.94
C -2.62 1.13 4.24
C -3.55 -2.41 0.30
C -5.04 -2.60 0.61
C -3.13 -3.47 -0.73
H -1.24 1.93 -5.53
H 0.46 2.28 -5.85
H -0.40 3.19 -4.60
H -0.68 1.04 -3.30
H 0.98 -0.14 -5.56
H -0.68 -0.53 -5.15
H 0.63 -0.97 -4.05
H 2.53 1.34 -5.11
H 4.67 2.02 -4.09
H 4.76 2.61 -1.71
H 2.02 2.20 0.65
H 4.82 3.32 0.23
H 4.44 1.65 0.69
H 4.03 3.01 1.75
H 2.90 4.91 -0.46
H 2.20 4.62 1.14
H 1.23 4.36 -0.33
H -2.89 4.27 -2.43
H -5.21 3.85 -1.53
H -5.49 2.03 0.21
H -3.02 -4.54 1.80
H -1.99 -4.67 4.04
H -1.46 -2.59 5.24
H -2.27 -0.51 5.50
H 0.19 0.57 4.07
H 0.16 -0.65 5.34
H -0.34 1.00 5.70
H -2.20 1.69 3.41
H -2.63 1.79 5.12
H -3.65 0.88 3.99
H -3.41 -1.44 -0.18
H -5.21 -3.62 0.97
H -5.64 -2.46 -0.29
H -5.38 -1.91 1.37
H -3.12 -4.47 -0.30
H -2.16 -3.26 -1.16
H -3.86 -3.47 -1.54
N -0.09 -3.25 0.30
C 0.34 -2.64 -0.80
S -0.22 -1.10 -1.30
N 1.18 -3.35 -1.56
C 1.97 -2.88 -2.66
C 1.84 -3.51 -3.89
C 2.66 -3.12 -4.94
C 3.59 -2.11 -4.76
C 3.70 -1.48 -3.53
C 2.90 -1.86 -2.47
H -0.71 -2.77 0.93
H 0.45 -4.00 0.70
H 1.31 -4.31 -1.31
H 1.10 -4.29 -4.02
H 2.56 -3.61 -5.90
H 4.22 -1.81 -5.58
H 4.42 -0.69 -3.39
H 2.98 -1.38 -1.50
O -1.33 3.32 1.34
S -0.25 3.28 2.36
N 0.50 2.00 2.34
Se 1.69 -0.74 1.23
C 2.36 -0.62 3.03
C 2.34 -1.77 3.80
C 2.85 -1.73 5.09
N 3.36 -0.64 5.65
C 3.39 0.46 4.89
C 2.92 0.52 3.59
H 1.92 -2.69 3.41
H 2.83 -2.62 5.71
H 3.82 1.34 5.35
H 2.96 1.44 3.04

***

Record 2
A 13-piece molecular cluster, C38H82BN2O24S6 overall at a distorted geometry. Source: OMol25; level of theory: the ωB97M-V functional and the def2-TZVPD basis.

Computed properties:
Gap between HOMO and LUMO in eV: 8.5993
LUMO energy in eV: 1.632
E_tot in a.u.: -5826.46093
Total charge: -1

Atoms and positions in Å:
O -0.67 3.51 1.57
C -0.25 2.38 1.35
O 0.03 1.89 0.17
B 0.03 0.41 0.25
O 0.11 0.09 1.69
C -0.01 1.19 2.41
O -0.12 1.30 3.64
O 1.22 -0.08 -0.52
C 0.75 -0.89 -1.51
O 1.42 -1.51 -2.35
C -0.82 -0.97 -1.38
O -1.11 -0.23 -0.32
O -1.61 -1.58 -2.07
C -3.91 1.80 4.01
S -5.14 2.04 2.63
O -5.12 3.54 2.38
C -4.10 1.27 1.31
H -3.03 2.04 3.41
H -3.65 0.79 4.33
H -3.98 2.52 4.81
H -4.71 1.30 0.41
H -3.91 0.24 1.61
H -3.16 1.77 1.06
C 2.92 2.75 -3.32
S 1.36 2.64 -4.30
O 1.16 1.14 -4.50
C 0.15 3.13 -2.98
H 3.70 2.59 -4.06
H 2.92 1.88 -2.66
H 3.08 3.72 -2.85
H 0.00 2.44 -2.15
H -0.82 3.00 -3.45
H 0.23 4.17 -2.65
C -2.11 5.27 4.80
S -0.43 5.52 4.23
O 0.10 6.76 4.95
C 0.33 4.23 5.32
H -2.75 5.75 4.07
H -2.32 5.63 5.80
H -2.27 4.19 4.78
H 0.11 4.40 6.37
H 1.42 4.26 5.34
H -0.01 3.21 5.12
C 4.46 0.35 -0.11
S 4.96 2.10 0.07
O 5.36 2.49 -1.34
C 3.24 2.88 0.13
H 3.74 0.04 0.65
H 5.26 -0.38 -0.20
H 3.85 0.33 -1.01
H 3.42 3.92 -0.11
H 3.03 2.89 1.20
H 2.52 2.35 -0.50
C -2.57 -5.66 1.07
S -3.96 -4.45 1.15
O -4.17 -4.32 2.66
C -2.90 -2.90 0.81
H -2.09 -5.78 0.10
H -3.01 -6.58 1.45
H -1.83 -5.21 1.74
H -1.92 -2.98 1.27
H -3.39 -2.01 1.20
H -2.79 -2.71 -0.25
C -2.09 -0.01 6.48
S -1.28 1.46 7.27
O -1.74 1.63 8.74
C 0.51 0.90 7.16
H -1.60 -0.15 5.52
H -3.17 0.06 6.33
H -1.86 -0.89 7.08
H 1.21 1.70 7.37
H 0.68 0.54 6.14
H 0.69 0.01 7.77
C 1.91 -3.10 -5.45
O 2.59 -4.05 -5.80
N 0.61 -2.89 -5.79
C -0.08 -1.72 -5.38
C -0.18 -3.94 -6.50
H 2.30 -2.35 -4.74
H 0.65 -0.94 -5.19
H -0.74 -1.66 -4.52
H -0.66 -1.31 -6.21
H -1.01 -4.29 -5.88
H -0.59 -3.72 -7.48
H 0.47 -4.81 -6.59
C -2.82 -4.57 -3.19
O -3.98 -5.02 -3.18
N -1.78 -5.42 -2.91
C -0.48 -4.87 -3.11
C -1.88 -6.84 -2.46
H -2.55 -3.52 -3.38
H 0.25 -5.17 -2.36
H -0.41 -3.82 -3.40
H -0.15 -5.39 -4.01
H -1.23 -7.41 -3.13
H -1.42 -7.15 -1.52
H -2.92 -7.14 -2.53
O -3.24 4.10 -3.60
C -4.30 3.67 -3.19
O -4.62 2.39 -2.97
C -3.65 1.32 -2.88
C -3.53 0.61 -4.27
C -5.41 4.68 -2.92
H -4.01 0.75 -2.02
H -2.69 1.70 -2.53
H -2.64 -0.01 -4.29
H -3.36 1.33 -5.07
H -4.41 0.02 -4.55
H -5.04 5.70 -2.90
H -5.76 4.53 -1.90
H -6.28 4.38 -3.51
O 6.11 -4.57 -1.72
C 5.35 -3.82 -1.06
O 5.50 -3.50 0.21
C 6.64 -3.93 0.98
C 7.95 -3.29 0.39
C 4.07 -3.22 -1.68
H 6.67 -5.01 0.84
H 6.61 -3.75 2.05
H 8.79 -3.33 1.08
H 7.80 -2.25 0.09
H 8.32 -3.81 -0.49
H 3.94 -3.60 -2.69
H 4.05 -2.15 -1.51
H 3.16 -3.60 -1.20
O 3.48 -2.07 3.03
C 3.11 -3.25 3.10
O 2.20 -3.82 2.27
C 1.78 -3.15 1.11
C 0.91 -4.14 0.33
C 3.64 -4.14 4.13
H 2.63 -2.87 0.50
H 1.29 -2.19 1.29
H 0.05 -4.43 0.93
H 1.41 -5.09 0.16
H 0.47 -3.68 -0.55
H 4.55 -3.75 4.58
H 3.80 -5.13 3.70
H 2.82 -4.18 4.84
O 1.08 5.42 -0.66
C 0.55 6.40 -0.19
O -0.83 6.63 -0.22
C -1.70 5.55 -0.53
C -3.10 5.77 0.18
C 1.37 7.57 0.49
H -1.37 4.56 -0.19
H -1.86 5.59 -1.60
H -3.46 6.75 -0.12
H -3.15 5.57 1.25
H -3.82 5.12 -0.32
H 2.41 7.27 0.62
H 0.91 7.85 1.43
H 1.30 8.47 -0.13

***

Record 3
C45H62AsN7O2P3S4Ti as an isolated structure at a distorted geometry. Source: OMol25; level of theory: the ωB97M-V functional and the def2-TZVPD basis.

Computed properties:
Gap between HOMO and LUMO (spin up / spin down) in eV: 3.8586 / 5.6552
LUMO energy (spin up / spin down) in eV: 3.574 / 3.572
E_tot in a.u.: -7988.11273
Total charge: -2
Relative energy (zero: lowest compared OMol25 entry of this formula, charge and spin) in kcal/mol: 19.0
2S+1: 2

Atoms and positions in Å:
Ti 0.44 0.59 1.29
C -0.90 3.64 -1.59
P -2.33 2.60 -1.00
C -3.37 3.99 -0.39
C -3.12 2.31 -2.66
C -4.31 2.94 -3.03
C -4.90 2.72 -4.27
C -4.29 1.88 -5.18
C -3.10 1.25 -4.83
C -2.51 1.43 -3.59
P -0.94 0.58 -3.12
C 0.16 1.22 -4.46
C -1.34 -1.08 -3.81
H -1.23 4.35 -2.35
H -0.12 3.00 -1.99
H -0.50 4.17 -0.72
H -3.41 4.84 -1.08
H -2.93 4.31 0.56
H -4.39 3.64 -0.18
H -4.80 3.62 -2.34
H -5.82 3.22 -4.52
H -4.73 1.71 -6.16
H -2.63 0.59 -5.55
H -0.18 0.92 -5.45
H 1.16 0.83 -4.29
H 0.19 2.31 -4.41
H -0.52 -1.75 -3.54
H -2.26 -1.44 -3.35
H -1.47 -1.06 -4.89
S -1.50 2.65 5.37
As 0.06 2.59 3.94
S -0.71 2.66 1.86
S 0.95 0.57 3.65
S 1.61 4.01 4.25
C 3.73 -1.55 2.25
C 2.88 -1.41 1.02
O 1.93 -0.50 1.16
C 3.15 -2.19 -0.14
C 4.24 -3.09 -0.09
C 4.57 -3.95 -1.13
C 3.81 -3.93 -2.29
C 2.74 -3.05 -2.40
C 2.36 -2.14 -1.37
O 1.38 -1.35 -1.53
H 3.26 -0.98 3.06
H 4.74 -1.16 2.11
H 3.82 -2.59 2.56
H 4.85 -3.12 0.80
H 5.42 -4.62 -1.04
H 4.04 -4.59 -3.12
H 2.15 -3.02 -3.31
N -1.04 -0.48 1.20
P -1.97 -1.58 1.76
N -1.51 -3.07 1.19
C -0.35 -3.26 0.32
C 0.50 -4.42 0.82
C -0.35 -5.69 0.90
C -1.60 -5.47 1.76
C -2.37 -4.23 1.29
N -2.13 -1.78 3.41
C -2.49 -0.55 4.14
C -3.13 -0.91 5.47
C -2.14 -1.72 6.29
C -1.67 -2.94 5.50
C -1.10 -2.52 4.15
N -3.57 -1.32 1.35
C -4.74 -1.51 2.20
C -5.99 -1.81 1.36
C -5.62 -2.51 0.06
C -4.75 -1.58 -0.79
C -3.88 -0.66 0.09
H 0.21 -2.33 0.27
H -0.70 -3.49 -0.70
H 0.89 -4.17 1.81
H 1.35 -4.56 0.15
H 0.23 -6.53 1.28
H -0.67 -5.96 -0.12
H -1.30 -5.33 2.80
H -2.26 -6.34 1.72
H -3.19 -4.02 1.99
H -2.83 -4.45 0.31
H -3.14 0.07 3.52
H -1.60 0.04 4.32
H -4.05 -1.49 5.30
H -3.40 0.02 5.98
H -2.58 -2.03 7.25
H -1.28 -1.08 6.52
H -2.51 -3.62 5.33
H -0.90 -3.49 6.06
H -0.78 -3.38 3.57
H -0.22 -1.88 4.31
H -4.93 -0.61 2.80
H -4.54 -2.32 2.90
H -6.52 -0.88 1.13
H -6.68 -2.42 1.96
H -6.51 -2.82 -0.49
H -5.06 -3.42 0.30
H -5.37 -0.96 -1.45
H -4.12 -2.19 -1.44
H -4.41 0.28 0.29
H -2.95 -0.39 -0.41
N 6.00 3.65 -2.40
C 7.00 4.55 -2.65
C 8.04 4.58 -3.57
C 8.87 5.69 -3.54
C 8.67 6.72 -2.62
C 7.64 6.69 -1.70
C 6.79 5.58 -1.72
N 5.69 5.29 -0.93
C 5.25 4.14 -1.36
C 4.09 3.41 -0.83
C 3.58 2.29 -1.48
C 2.51 1.62 -0.93
N 1.93 2.01 0.21
C 2.40 3.10 0.83
C 3.49 3.82 0.35
H 5.86 2.75 -2.84
H 8.20 3.78 -4.28
H 9.69 5.75 -4.24
H 9.35 7.57 -2.63
H 7.48 7.48 -0.99
H 3.99 1.92 -2.41
H 2.10 0.72 -1.38
H 1.92 3.40 1.76
H 3.85 4.68 0.90